{
  "formula": "C13H8N2O5S2",
  "method": "the ωB97M-V functional and the def2-TZVPD basis",
  "e_above_lowest_kcal_mol": 0.0,
  "homo_energy_ev": -9.448,
  "homo_lumo_gap_ev": 8.7,
  "spin_multiplicity": 1,
  "smiles": "O=C1c2ccccc2S(=O)(=O)N1Sc1ccccc1[N+](=O)[O-]",
  "e_tot_ha": -1782.0924,
  "mol_weight_g_mol": 336.3,
  "species": ["O", "O", "O", "O", "O", "S", "C", "C", "C", "C", "C", "C", "C", "C", "C", "C", "C", "C", "C", "N", "N", "S", "H", "H", "H", "H", "H", "H", "H", "H"],
  "coordinates": [[0.764396, -0.024278, -1.988594], [0.034570, 4.985512, -0.638235], [2.362060, -1.122163, 2.220445], [-0.010909, -1.669707, 2.229288], [0.610786, 4.624507, 1.468025], [0.783548, 1.672366, 0.648005], [0.807227, -0.573712, -0.886186], [-3.319233, 1.586028, 0.458237], [2.003332, -3.935180, -2.006238], [-3.648786, 2.979187, 0.436720], [2.460875, -4.508767, -0.826808], [-1.972670, 1.248637, 0.649217], [1.475707, -2.668167, -2.101843], [-2.540465, 3.903045, 0.474090], [2.259927, -3.702174, 0.319703], [-0.939587, 2.187280, 0.703834], [1.254799, -1.964101, -0.916814], [-1.189609, 3.532961, 0.538282], [1.576084, -2.512624, 0.316571], [0.832069, 0.014067, 0.305907], [-0.135664, 4.456819, 0.467855], [1.153047, -1.281297, 1.450188], [-4.084893, 0.734770, 0.520593], [2.049029, -4.444572, -2.918803], [-4.698494, 3.249601, 0.376894], [2.893105, -5.463721, -0.782631], [-1.666361, 0.143175, 0.768913], [1.107263, -2.346422, -3.055228], [-2.674409, 4.970241, 0.481870], [2.453255, -4.071309, 1.286746]],
  "atomic_forces_ev_per_a": [[-1.0, 0.5, 1.7], [-0.3, -0.4, 1.7], [-0.5, 1.4, -0.5], [0.4, 1.2, -1.5], [-1.7, -0.5, -2.1], [0.5, 0.1, 0.5], [1.2, 0.6, -5.8], [-0.2, 0.3, 1.0], [0.3, 0.0, 0.2], [2.3, -0.9, -0.1], [-1.3, 3.2, 0.8], [0.3, -1.8, 0.1], [-0.7, 0.0, 1.1], [-0.9, -0.3, -0.1], [-0.3, -1.5, 0.7], [0.6, -1.6, -0.8], [-0.1, -1.2, -0.1], [-3.1, -2.0, 0.7], [-0.5, 1.2, -3.5], [-0.7, -0.5, 2.6], [3.0, 2.2, -0.1], [0.7, -1.9, 4.4], [1.1, 1.7, -0.4], [0.3, -1.0, -1.1], [0.4, 0.5, 0.0], [0.5, -1.0, 0.2], [-0.7, 1.9, -0.2], [0.1, 0.6, -0.2], [-0.6, 0.3, -0.2], [0.8, -0.7, 1.0]],
  "nbo_charge": [-0.546, -0.322, -0.890, -0.887, -0.354, 0.563, 0.614, -0.179, -0.182, -0.208, -0.176, -0.216, -0.146, -0.165, -0.156, -0.155, -0.106, 0.014, -0.328, -0.794, 0.487, 2.269, 0.239, 0.215, 0.236, 0.232, 0.239, 0.245, 0.231, 0.228]
}